[1]
Formula: C24H31N3O5S
Source: the Open Molecules 2025 dataset
Level of theory: ωB97M-V/def2-TZVPD

```
64
C24H31N3O5S | the Open Molecules 2025 dataset | ωB97M-V/def2-TZVPD
C 0.54685 1.48260 5.09537
O 1.26255 0.98957 3.98881
C 1.10037 1.59991 2.78375
C 0.25540 2.67660 2.53894
C 0.16967 3.20679 1.26332
C 0.91120 2.69497 0.20833
C 0.77008 3.33300 -1.15712
C 0.92889 2.30929 -2.30733
N 0.12267 1.14007 -2.05889
C 0.63533 -0.10979 -2.02088
O 1.77631 -0.37491 -2.34144
C -0.34037 -1.14822 -1.56140
C -1.12265 -0.93881 -0.42922
C -2.00107 -1.92376 -0.00932
C -2.09538 -3.09954 -0.72772
S -3.25532 -4.37072 -0.22942
O -3.85936 -3.97345 1.01453
O -4.12226 -4.66186 -1.33350
N -2.19477 -5.66726 -0.05491
C -2.77879 -6.98316 -0.27195
C -3.01413 -7.60945 1.11880
C -2.51115 -6.55012 2.10779
C -1.57075 -5.69684 1.25408
C -1.31358 -3.32766 -1.84407
C -0.42341 -2.35228 -2.25493
N 1.64548 4.49127 -1.24654
C 3.07018 4.23017 -1.15619
C 3.78267 5.56696 -0.94065
O 3.51893 6.46556 -1.99317
C 2.13529 6.68680 -2.11946
C 1.38297 5.37617 -2.36476
C 1.76418 1.62460 0.46462
C 1.85288 1.08198 1.72903
H -0.53449 1.39912 4.94544
H 0.80544 2.52457 5.30966
H 0.84121 0.85904 5.93795
H -0.34051 3.10910 3.32708
H -0.49064 4.04390 1.08850
H -0.25086 3.73723 -1.22350
H 0.62752 2.77728 -3.25133
H 1.96066 1.96734 -2.40175
H -0.83539 1.28860 -1.78445
H -1.02390 -0.02345 0.13734
H -2.62098 -1.79846 0.86473
H -3.69350 -6.85620 -0.84959
H -2.07207 -7.57647 -0.85939
H -2.44209 -8.53208 1.21639
H -4.06513 -7.83913 1.28005
H -3.33600 -5.92301 2.44481
H -2.01211 -6.98338 2.97205
H -1.45768 -4.67880 1.62342
H -0.58516 -6.16170 1.15593
H -1.41665 -4.26289 -2.36991
H 0.21225 -2.50412 -3.11380
H 3.26280 3.57442 -0.30695
H 3.46568 3.76479 -2.07453
H 4.86491 5.43042 -0.91938
H 3.44685 6.00111 0.01302
H 2.00869 7.37032 -2.96083
H 1.74676 7.15483 -1.20231
H 0.31125 5.57734 -2.42489
H 1.72315 4.94947 -3.32368
H 2.36368 1.19406 -0.32153
H 2.50738 0.24826 1.92699
```

Its spin multiplicity is 1. As for the HOMO energy: -0.3115 Ha. The calculation puts the total energy at -1871.7736 Eh. As for the SMILES: COc1ccc([C@H](CNC(=O)c2ccc(S(=O)(=O)N3CCCC3)cc2)N2CCOCC2)cc1. Its energy above the lowest of the compared OMol25 structures with the same formula, charge and spin is 2.435 eV.

[2]
Formula: C19H21N3O4S
Source: the Open Molecules 2025 dataset
Level of theory: ωB97M-V/def2-TZVPD

```
48
C19H21N3O4S | the Open Molecules 2025 dataset | ωB97M-V/def2-TZVPD
C 6.34278 1.10756 1.49095
C 6.64477 0.95698 0.21570
C 5.67524 1.03361 -0.92752
N 4.35841 1.46997 -0.53480
C 3.27090 0.69485 -0.64727
O 3.28830 -0.42561 -1.13805
C 2.03292 1.33742 -0.14608
O 2.12661 2.64227 0.19040
N 0.92735 3.09006 0.60876
C 0.08392 2.09473 0.55334
C -1.34020 2.27898 0.88997
S -2.25731 2.69698 -0.66147
C -3.79802 1.83760 -0.39835
C -4.98071 2.54637 -0.52364
C -6.18234 1.87996 -0.34342
C -6.20155 0.53487 -0.03865
C -5.00540 -0.17834 0.07394
O -5.11772 -1.50005 0.36666
C -3.93982 -2.27318 0.42605
C -3.79723 0.47930 -0.12098
C 0.73826 0.91163 0.07179
C 0.09396 -0.42700 -0.01239
O -0.93801 -0.66289 0.60013
N 0.70441 -1.30775 -0.81296
C 0.25868 -2.68078 -0.92403
C 1.26267 -3.62142 -0.32585
C 0.96690 -4.55399 0.55825
H 7.09225 1.03431 2.25901
H 5.33769 1.30001 1.82823
H 7.66125 0.75217 -0.09048
H 6.07058 1.71308 -1.69258
H 5.56118 0.04234 -1.37958
H 4.27147 2.38445 -0.11702
H -1.76614 1.36276 1.28956
H -1.46252 3.11787 1.57311
H -4.95506 3.59884 -0.75657
H -7.11207 2.42116 -0.43468
H -7.12992 0.00764 0.11320
H -3.44205 -2.30819 -0.54840
H -4.26094 -3.27568 0.70505
H -3.23731 -1.89148 1.17178
H -2.86101 -0.04929 -0.05048
H 1.63945 -1.09953 -1.16230
H -0.70378 -2.76504 -0.41395
H 0.12593 -2.91497 -1.98807
H 2.27890 -3.47749 -0.66868
H 1.71523 -5.21483 0.96130
H -0.04090 -4.70025 0.91104
```

Its spin multiplicity is 1. As for the HOMO energy: -0.3001 Ha. The calculation puts the total energy at -1599.9771 Eh. As for the SMILES: C=CCNC(=O)c1onc(CSc2cccc(OC)c2)c1C(=O)NCC=C. Its energy above the lowest of the compared OMol25 structures with the same formula, charge and spin is 3.704 eV.